Record 1
{"formula": "C30H29FN7O3SV", "method": "ωB97M-V/def2-TZVPD", "species": ["V", "S", "C", "N", "N", "C", "C", "C", "C", "C", "C", "N", "N", "C", "C", "C", "C", "C", "C", "H", "H", "H", "H", "H", "H", "H", "H", "H", "H", "H", "F", "C", "C", "C", "C", "O", "C", "C", "N", "C", "C", "C", "C", "C", "C", "N", "C", "C", "N", "C", "C", "C", "O", "O", "H", "H", "H", "H", "H", "H", "H", "H", "H", "H", "H", "H", "H", "H", "H", "H", "H", "H"], "coordinates": [[0.438, -0.013, -2.842], [1.962, 1.062, -4.052], [0.890, 2.440, -4.385], [1.397, 3.357, -5.176], [0.854, 4.434, -5.599], [-0.242, 5.158, -5.171], [-0.931, 5.914, -6.136], [-2.022, 6.670, -5.762], [-2.396, 6.735, -4.423], [-1.685, 6.021, -3.460], [-0.628, 5.216, -3.824], [-0.382, 2.335, -4.042], [-0.780, 1.223, -3.527], [-2.129, 0.920, -3.605], [-2.628, -0.134, -2.816], [-3.947, -0.519, -2.939], [-4.792, 0.159, -3.810], [-4.319, 1.235, -4.549], [-2.998, 1.619, -4.457], [1.341, 4.820, -6.414], [-0.619, 5.869, -7.168], [-2.577, 7.225, -6.503], [-3.232, 7.351, -4.125], [-1.959, 6.113, -2.421], [-0.058, 4.693, -3.072], [-1.976, -0.617, -2.083], [-4.342, -1.334, -2.356], [-5.825, -0.137, -3.898], [-4.994, 1.760, -5.204], [-2.612, 2.441, -5.042], [1.248, 1.347, 3.577], [1.164, 0.164, 2.957], [1.161, 0.172, 1.592], [1.056, -1.027, 0.863], [0.920, -1.011, -0.565], [0.900, 0.122, -1.183], [0.792, -2.284, -1.192], [0.940, -3.426, -0.423], [1.099, -3.430, 0.895], [1.318, -4.688, 1.572], [2.666, -4.958, 2.182], [2.246, -5.684, 0.945], [1.060, -2.244, 1.591], [1.028, -2.220, 2.984], [1.026, -1.033, 3.718], [0.929, -1.053, 5.084], [1.236, 0.110, 5.908], [1.415, -0.332, 7.367], [1.927, -1.725, 7.391], [0.862, -2.659, 6.938], [0.085, -2.000, 5.784], [0.463, -2.581, -2.661], [0.371, -3.721, -3.022], [0.261, -1.539, -3.416], [1.223, 1.116, 1.073], [0.912, -4.389, -0.921], [0.433, -5.055, 2.079], [2.705, -5.501, 3.111], [3.427, -4.199, 2.097], [1.988, -6.727, 1.012], [2.730, -5.422, 0.019], [1.014, -3.162, 3.505], [0.443, 0.866, 5.869], [2.158, 0.571, 5.544], [0.471, -0.316, 7.917], [2.115, 0.336, 7.870], [2.253, -1.980, 8.332], [2.733, -1.789, 6.757], [0.182, -2.846, 7.771], [1.317, -3.606, 6.644], [-0.779, -1.458, 6.187], [-0.305, -2.760, 5.110]], "multiplicity": 2, "e_homo_ev": [-14.68, -14.78], "homo_lumo_gap_ev": [5.3, 5.6], "charge": 3}

---

Record 2
{"formula": "C30H29FeN10O2PS", "method": "ωB97M-V/def2-TZVPD", "species": ["Fe", "O", "C", "C", "C", "C", "C", "C", "C", "N", "N", "C", "O", "C", "C", "C", "C", "C", "C", "H", "H", "H", "H", "H", "H", "H", "H", "H", "H", "C", "N", "C", "C", "N", "C", "P", "C", "N", "C", "C", "N", "C", "C", "N", "C", "C", "N", "C", "H", "H", "H", "H", "H", "H", "H", "H", "H", "H", "H", "H", "H", "H", "H", "S", "C", "N", "C", "C", "C", "N", "H", "H", "H", "H"], "coordinates": [[0.706, -0.176, 0.373], [1.447, -1.463, 1.670], [0.924, -1.832, 2.820], [1.598, -2.799, 3.590], [1.152, -3.168, 4.843], [0.003, -2.591, 5.378], [-0.689, -1.669, 4.618], [-0.264, -1.279, 3.343], [-1.140, -0.378, 2.608], [-1.012, 0.037, 1.402], [-2.083, 0.856, 1.019], [-2.638, 0.617, -0.156], [-2.418, -0.295, -0.986], [-3.701, 1.641, -0.511], [-3.913, 2.794, 0.240], [-4.838, 3.742, -0.173], [-5.569, 3.548, -1.340], [-5.372, 2.394, -2.086], [-4.442, 1.449, -1.671], [2.480, -3.257, 3.153], [1.698, -3.915, 5.408], [-0.350, -2.870, 6.362], [-1.600, -1.228, 5.007], [-2.048, -0.069, 3.124], [-3.335, 2.934, 1.143], [-4.992, 4.637, 0.417], [-6.291, 4.289, -1.660], [-5.947, 2.229, -2.989], [-4.267, 0.543, -2.237], [-1.930, -2.806, -3.465], [-1.271, -2.673, -2.183], [-1.628, -3.309, -1.025], [-0.851, -2.781, -0.038], [-0.034, -1.835, -0.577], [-0.308, -1.783, -1.862], [0.504, -0.633, -3.001], [2.128, -0.604, -2.164], [2.332, -0.458, -0.864], [3.681, -0.438, -0.678], [4.307, -0.576, -1.883], [3.315, -0.681, -2.819], [3.511, -0.819, -4.252], [-0.092, 0.912, -2.272], [0.164, 1.275, -1.030], [-0.432, 2.492, -0.853], [-1.053, 2.860, -2.008], [-0.831, 1.849, -2.906], [-1.398, 1.759, -4.237], [-2.592, -3.668, -3.427], [-2.526, -1.916, -3.671], [-1.200, -2.955, -4.259], [-2.401, -4.058, -1.008], [-0.831, -3.011, 1.014], [4.121, -0.329, 0.297], [5.348, -0.608, -2.152], [4.571, -0.962, -4.441], [2.965, -1.681, -4.630], [3.175, 0.075, -4.775], [-0.399, 3.008, 0.090], [-1.656, 3.716, -2.253], [-2.114, 2.569, -4.357], [-0.627, 1.842, -5.002], [-1.929, 0.815, -4.352], [1.775, 1.865, 1.421], [2.966, 1.498, 2.542], [3.208, 0.200, 2.905], [4.122, -0.140, 3.826], [4.882, 0.823, 4.415], [4.623, 2.142, 3.996], [3.719, 2.478, 3.114], [2.575, -0.536, 2.475], [4.191, -1.194, 4.055], [5.625, 0.591, 5.161], [5.196, 2.961, 4.421]], "e_homo_ev": -6.63, "homo_lumo_gap_ev": 6.9, "charge": 0}

---

Record 3
{"formula": "C30H29N6O5SV", "method": "ωB97M-V/def2-TZVPD", "species": ["V", "C", "O", "C", "C", "C", "C", "C", "C", "N", "N", "C", "C", "O", "C", "C", "C", "C", "C", "C", "C", "C", "H", "H", "H", "H", "H", "H", "H", "H", "H", "H", "H", "H", "H", "N", "C", "C", "C", "C", "C", "C", "S", "O", "O", "N", "C", "N", "C", "C", "C", "N", "H", "H", "H", "H", "H", "H", "H", "H", "H", "C", "C", "C", "O", "H", "H", "H", "H", "H", "H", "H"], "coordinates": [[-1.063, -0.149, 1.019], [-2.806, -1.253, 3.535], [-1.499, -1.029, 2.996], [-0.542, -2.029, 3.175], [-0.738, -3.205, 3.866], [0.333, -4.091, 3.968], [1.562, -3.802, 3.396], [1.747, -2.613, 2.701], [0.687, -1.740, 2.586], [0.708, -0.492, 1.894], [1.708, 0.253, 2.117], [1.636, 1.567, 1.830], [0.389, 2.229, 1.744], [-0.734, 1.559, 1.687], [0.345, 3.643, 1.810], [1.495, 4.357, 1.846], [2.782, 3.734, 1.859], [3.964, 4.497, 1.871], [5.187, 3.878, 1.891], [5.262, 2.477, 1.899], [4.121, 1.713, 1.882], [2.862, 2.331, 1.869], [-2.740, -1.418, 4.608], [-3.278, -2.105, 3.043], [-3.368, -0.343, 3.345], [-1.686, -3.444, 4.325], [0.193, -5.019, 4.506], [2.380, -4.503, 3.488], [2.693, -2.359, 2.242], [-0.626, 4.119, 1.785], [1.451, 5.440, 1.858], [3.894, 5.577, 1.861], [6.094, 4.468, 1.899], [6.230, 1.995, 1.910], [4.180, 0.634, 1.870], [0.281, -0.231, -7.232], [0.361, 0.107, -5.904], [-0.028, 1.380, -5.470], [0.015, 1.708, -4.132], [0.454, 0.765, -3.210], [0.848, -0.505, -3.622], [0.798, -0.833, -4.959], [0.520, 1.169, -1.523], [1.590, 0.440, -0.899], [0.423, 2.591, -1.363], [-0.826, 0.477, -0.839], [-2.101, 0.931, -1.006], [-2.569, 1.558, -2.076], [-3.864, 1.845, -2.045], [-4.704, 1.526, -0.980], [-4.124, 0.901, 0.101], [-2.823, 0.616, 0.097], [0.213, 0.515, -7.903], [0.796, -1.035, -7.547], [-0.362, 2.111, -6.196], [-0.282, 2.689, -3.790], [1.213, -1.217, -2.893], [1.110, -1.816, -5.289], [-4.253, 2.363, -2.915], [-5.755, 1.769, -0.994], [-4.687, 0.635, 0.987], [-2.623, -3.512, -0.483], [-1.401, -2.633, -0.659], [-0.102, -3.413, -0.738], [-1.315, -1.748, 0.453], [-2.734, -4.167, -1.347], [-3.527, -2.909, -0.389], [-2.514, -4.130, 0.410], [-1.511, -2.007, -1.553], [0.025, -4.019, 0.161], [0.747, -2.733, -0.823], [-0.116, -4.070, -1.608]], "multiplicity": 2, "e_homo_ev": [-10.40, -10.43], "homo_lumo_gap_ev": [6.5, 6.6], "charge": 1}

---

Maximum force values (in hartree/bohr) by entry order: 0.0954 0.0130 0.0101.
Total energy values (in eV) by entry order: -87367.33961 -105089.44971 -87277.65863.